Computed, not measured: C64H87BiN7O4P2STe as an isolated structure in a non-equilibrium geometry, with ωB97M-V with the def2-TZVPD basis set.

Cartesian coordinates (Å):
Bi -0.59 -0.85 -0.88
C 5.97 -2.82 2.05
C 4.67 -2.53 1.35
C 3.53 -3.24 1.62
C 2.33 -3.00 0.91
C 1.19 -3.81 1.10
N 1.07 -4.75 1.98
C -0.14 -5.58 2.11
C -1.34 -4.82 2.69
C -2.64 -5.25 2.00
N -2.62 -4.81 0.62
C -2.17 -5.62 -0.40
C -1.61 -5.21 -1.63
C -1.34 -6.22 -2.60
C -0.76 -5.95 -3.83
C -0.46 -7.05 -4.82
C -0.48 -4.63 -4.14
C -0.74 -3.58 -3.23
C -0.62 -2.25 -3.75
N -0.77 -1.12 -3.14
C -0.86 0.09 -3.99
C -1.22 1.36 -3.21
C -0.05 1.93 -2.38
N 0.82 0.84 -1.92
C 2.04 1.09 -1.61
C 3.42 -1.15 -0.26
C 4.58 -1.50 0.40
C 2.29 -1.98 -0.08
O 1.28 -1.89 -0.94
C -1.25 -3.85 -1.94
O -1.45 -2.90 -1.04
H 5.96 -3.79 2.54
H 6.17 -2.06 2.82
H 6.80 -2.80 1.35
H 3.58 -4.04 2.35
H 0.33 -3.65 0.44
H 1.81 -4.89 2.65
H 0.11 -6.45 2.71
H -0.39 -5.93 1.11
H -1.21 -3.75 2.51
H -1.41 -4.97 3.77
H -3.49 -4.81 2.51
H -2.76 -6.34 2.02
H -2.47 -3.83 0.47
H -2.30 -6.68 -0.24
H -1.61 -7.24 -2.35
H -0.79 -8.02 -4.44
H 0.60 -7.11 -5.03
H -0.97 -6.87 -5.77
H -0.07 -4.39 -5.12
H -0.47 -2.20 -4.83
H -1.62 -0.08 -4.75
H 0.09 0.25 -4.50
H -2.07 1.13 -2.56
H -1.54 2.12 -3.92
H -0.47 2.48 -1.53
H 0.53 2.64 -2.97
H 2.38 2.13 -1.70
H 5.49 -0.96 0.16
C 3.73 1.33 2.88
P 3.07 1.97 1.26
C 4.63 1.92 0.25
N 5.58 2.72 0.66
C 6.76 2.81 0.01
C 7.76 3.70 0.45
C 8.94 3.78 -0.24
C 9.15 2.98 -1.40
C 8.20 2.11 -1.83
C 6.98 2.01 -1.13
N 6.02 1.17 -1.56
C 4.86 1.09 -0.95
P 3.55 0.03 -1.82
C 3.75 -1.59 -2.73
C 3.75 0.99 -3.61
C 2.55 0.51 -4.48
C 5.09 0.48 -4.21
C 3.77 2.53 -3.61
C 2.74 3.77 1.75
C 1.75 3.65 2.91
C 2.04 4.46 0.58
C 3.94 4.62 2.19
H 3.90 2.15 3.57
H 4.68 0.82 2.72
H 3.02 0.63 3.31
H 7.58 4.30 1.33
H 9.72 4.45 0.08
H 10.09 3.08 -1.93
H 8.34 1.49 -2.71
H 3.92 -1.50 -3.79
H 2.84 -2.15 -2.53
H 4.58 -2.12 -2.26
H 1.91 1.36 -4.74
H 1.93 -0.22 -3.96
H 2.88 0.05 -5.41
H 4.92 -0.07 -5.14
H 5.64 -0.18 -3.55
H 5.76 1.31 -4.43
H 2.79 2.97 -3.43
H 4.09 2.87 -4.60
H 4.47 2.94 -2.89
H 1.04 2.84 2.73
H 1.18 4.58 2.99
H 2.25 3.47 3.86
H 1.09 3.97 0.36
H 2.66 4.46 -0.33
H 1.83 5.50 0.84
H 4.57 4.11 2.92
H 3.56 5.54 2.64
H 4.57 4.88 1.34
C -4.21 -1.97 -3.59
S -4.28 -1.60 -1.83
C -5.79 -0.62 -1.90
O -3.19 -0.59 -1.56
H -5.07 -2.60 -3.84
H -3.29 -2.52 -3.78
H -4.24 -1.04 -4.16
H -6.59 -1.20 -2.36
H -5.59 0.29 -2.48
H -6.07 -0.36 -0.88
C -0.98 -1.00 3.96
C -1.19 -0.75 2.47
O -0.49 -1.45 1.69
N -2.05 0.16 2.00
Te -3.21 1.14 3.27
C -5.16 0.52 2.67
C -6.22 1.37 3.00
C -6.03 2.76 3.56
C -7.53 0.91 2.83
C -7.80 -0.37 2.38
C -9.21 -0.89 2.28
C -6.72 -1.20 2.07
C -5.40 -0.79 2.23
C -4.32 -1.81 1.95
C -2.94 3.06 2.41
C -2.43 4.05 3.26
C -2.14 3.82 4.73
C -2.23 5.33 2.74
C -2.52 5.64 1.42
C -2.35 7.03 0.89
C -3.02 4.63 0.60
C -3.26 3.34 1.07
C -3.90 2.34 0.15
H -0.21 -1.76 4.10
H -1.90 -1.34 4.43
H -0.65 -0.08 4.46
H -5.20 3.29 3.09
H -5.85 2.71 4.64
H -6.92 3.37 3.41
H -8.35 1.57 3.09
H -9.93 -0.15 2.62
H -9.32 -1.78 2.89
H -9.45 -1.16 1.25
H -6.92 -2.21 1.72
H -4.76 -2.77 1.71
H -3.68 -1.94 2.83
H -3.67 -1.50 1.13
H -1.68 2.86 4.91
H -3.07 3.86 5.31
H -1.48 4.59 5.12
H -1.83 6.10 3.39
H -1.94 7.70 1.65
H -3.32 7.43 0.57
H -1.69 7.04 0.02
H -3.26 4.86 -0.44
H -3.85 2.68 -0.88
H -4.95 2.22 0.42
H -3.42 1.37 0.22

Output
Molar mass (g mol⁻¹): 1449.04
Charge: +2
Multiplicity: 2
<S²>: 0.80
Highest occupied orbital energy (alpha / beta) (eV): -9.5 / -11.8

These are the Mulliken partial charges, in e, on atoms 1 to 4: 1.831 -1.666 -0.563 -0.909

=====

Computed, not measured: C9H23BO8P3Sr as an isolated structure in a non-equilibrium geometry, with ωB97M-V with the def2-TZVPD basis set.

Cartesian coordinates (Å):
C 3.30 -3.39 0.25
C 3.35 -2.20 -0.69
O 2.43 -1.18 -0.19
P 2.49 0.24 -0.93
O 1.97 0.06 -2.30
C 1.31 1.27 -0.03
C 0.12 1.61 -0.95
C -1.15 2.05 -0.16
B -2.31 0.88 0.08
C -2.96 1.07 1.58
C -3.31 -0.26 2.14
O -2.48 -1.02 2.61
O -4.60 -0.62 2.03
P -3.69 0.98 -1.34
P -4.54 -0.96 -1.47
O -3.46 -1.90 -1.07
O -4.99 -1.16 -2.98
O -5.91 -1.12 -0.72
O 3.94 0.82 -0.91
C 4.48 1.58 0.21
C 4.28 0.95 1.59
H 2.26 -3.62 0.51
H 3.84 -3.19 1.17
H 3.73 -4.26 -0.23
H 3.04 -2.48 -1.69
H 4.36 -1.80 -0.72
H 0.93 0.66 0.81
H 1.72 2.15 0.44
H 0.37 2.35 -1.70
H -0.12 0.67 -1.45
H -0.88 2.50 0.79
H -1.61 2.83 -0.77
H -1.83 -0.20 0.09
H -3.82 1.74 1.55
H -2.22 1.50 2.26
H -4.63 -1.58 2.17
H -4.64 1.89 -0.88
H -4.41 -0.73 -3.62
H -5.98 -1.98 -0.27
H 5.54 1.66 -0.01
H 4.08 2.59 0.16
H 3.99 -0.10 1.53
H 3.56 1.50 2.18
H 5.23 0.98 2.13
Sr -0.80 -0.78 -1.20

Output
Molar mass (g mol⁻¹): 450.63
Charge: +1
ΔE to the lowest compared entry with this formula, charge and spin (eV): 0.000
Highest occupied orbital energy (eV): -11.7

These are the Mulliken partial charges, in e, on atoms 1 to 4: -1.165 -0.310 -0.031 0.348

=====

Computed, not measured: one molecule with the formula C4H11P3 in a non-equilibrium geometry, with ωB97M-V with the def2-TZVPD basis set.

Cartesian coordinates (Å):
C -1.71 3.28 1.19
P -2.31 1.67 0.32
C -0.70 0.70 0.27
P -1.02 -1.08 -0.21
C 0.52 -1.90 -0.51
C 0.32 -3.40 -0.84
P 2.18 -1.00 -0.51
H -2.26 3.33 2.21
H -1.68 4.23 0.55
H -0.69 3.13 1.45
H -2.75 0.84 1.45
H -0.15 0.77 1.21
H 0.03 1.13 -0.50
H -0.48 -3.30 -1.59
H 1.15 -3.82 -1.48
H 0.12 -4.12 -0.02
H 2.90 -1.84 -1.51
H 1.53 -0.19 -1.52

Output
Molar mass (g mol⁻¹): 152.05
Charge: 0
ΔE to the lowest compared entry with this formula, charge and spin (eV): 1.199
Highest occupied orbital energy (eV): -8.3

These are the Mulliken partial charges, in e, on atoms 1 to 4: -0.871 0.046 -0.906 -0.112

=====

Computed, not measured: a 2-piece molecular cluster, C2H6OS2 overall in a non-equilibrium geometry, with ωB97M-V with the def2-TZVPD basis set.

Cartesian coordinates (Å):
C 2.86 1.04 -0.25
C 1.88 1.25 0.67
O 0.76 2.00 0.41
H 3.77 0.57 -0.08
H 2.73 1.58 -1.21
H 2.09 1.55 1.79
H 0.69 2.25 -0.51
S -3.21 -3.38 -0.59
S -4.52 -1.82 0.06
H -3.19 -4.16 0.54
H -3.87 -0.88 -0.84

Output
Molar mass (g mol⁻¹): 110.20
Charge: 0
ΔE to the lowest compared entry with this formula, charge and spin (eV): 1.789
Highest occupied orbital energy (eV): -8.7

These are the Mulliken partial charges, in e, on atoms 1 to 4: -0.682 0.174 -0.444 0.289

=====

Computed, not measured: a 2-piece molecular cluster, C5H8NO3 overall in a non-equilibrium geometry, with ωB97M-V with the def2-TZVPD basis set.

Cartesian coordinates (Å):
C 1.56 -0.31 0.08
C 1.55 -1.65 0.09
C 0.08 0.25 0.06
C -1.12 -0.61 0.01
C -0.07 1.71 0.05
N 5.20 0.07 -0.10
O 5.28 1.19 0.05
O 2.43 0.54 0.13
O 5.06 -1.03 -0.33
H 2.45 -2.12 0.25
H 0.63 -2.16 -0.04
H -1.86 0.02 -0.53
H -1.24 -0.79 1.01
H -0.85 -1.46 -0.58
H -1.04 2.04 0.14
H 0.23 1.85 -1.01
H 0.67 2.30 0.62

Output
Molar mass (g mol⁻¹): 130.12
Charge: +1
ΔE to the lowest compared entry with this formula, charge and spin (eV): 7.452
Highest occupied orbital energy (alpha / beta) (eV): -11.5 / -11.5

These are the Mulliken partial charges, in e, on atoms 1 to 4: 0.951 -1.117 0.885 -1.390

=====

Computed, not measured: one molecule with the formula C7H15OP in a non-equilibrium geometry, with ωB97M-V with the def2-TZVPD basis set.

Cartesian coordinates (Å):
C -3.24 1.12 -0.31
C -3.13 -0.17 0.57
P -1.64 -1.23 0.11
C 0.04 0.01 0.92
O -0.22 0.89 1.68
C 1.39 -0.23 0.31
C 2.34 -0.02 1.46
C 1.84 0.65 -0.94
C 1.53 -1.57 -0.41
H -3.76 0.75 -1.28
H -3.89 1.78 0.08
H -2.22 1.64 -0.34
H -3.97 -0.77 0.49
H -3.12 0.12 1.74
H -1.30 -0.44 -1.15
H 3.39 0.34 1.04
H 2.43 -0.90 2.09
H 2.09 0.62 2.25
H 2.88 0.62 -1.12
H 1.29 0.32 -1.81
H 1.51 1.62 -0.74
H 2.49 -1.82 -0.60
H 0.85 -1.69 -1.21
H 1.12 -2.46 0.31

Output
Molar mass (g mol⁻¹): 146.17
Charge: 0
ΔE to the lowest compared entry with this formula, charge and spin (eV): 2.355
Highest occupied orbital energy (eV): -8.4

These are the Mulliken partial charges, in e, on atoms 1 to 4: -1.082 -0.490 -0.037 -0.188

=====

Computed, not measured: one molecule with the formula C20H22ClNO4S2, with ωB97M-V with the def2-TZVPD basis set.

Cartesian coordinates (Å):
C -0.09 -4.60 -0.54
C 1.02 -3.80 0.14
O 0.50 -2.64 0.78
C 0.11 -1.62 -0.04
C -1.22 -1.24 -0.09
C -1.63 -0.16 -0.87
C -3.06 0.17 -0.98
S -4.04 -0.96 -1.68
N -3.49 1.36 -0.56
C -4.88 1.74 -0.64
C -5.53 1.71 0.74
C -4.76 2.63 1.69
C -3.28 2.22 1.71
C -2.71 2.23 0.29
C -0.69 0.53 -1.62
C 0.65 0.17 -1.57
C 1.05 -0.89 -0.78
O 2.39 -1.22 -0.69
S 3.05 -1.16 0.81
O 2.19 -0.41 1.66
O 3.50 -2.45 1.18
C 4.46 -0.16 0.35
C 5.62 -0.78 -0.05
C 6.70 -0.01 -0.46
C 6.58 1.37 -0.44
Cl 7.91 2.34 -0.95
C 5.41 1.99 -0.04
C 4.34 1.21 0.36
H -0.56 -4.02 -1.32
H 0.32 -5.51 -0.97
H -0.85 -4.87 0.19
H 1.79 -3.53 -0.59
H 1.49 -4.37 0.94
H -1.95 -1.80 0.48
H -5.39 1.05 -1.32
H -4.94 2.75 -1.06
H -6.57 2.03 0.66
H -5.51 0.69 1.12
H -5.18 2.57 2.69
H -4.85 3.66 1.35
H -2.71 2.91 2.34
H -3.18 1.22 2.12
H -1.67 1.91 0.30
H -2.76 3.25 -0.12
H -1.00 1.35 -2.25
H 1.39 0.71 -2.14
H 5.67 -1.86 -0.04
H 7.62 -0.47 -0.77
H 5.34 3.07 -0.03
H 3.41 1.65 0.70

Output
Molar mass (g mol⁻¹): 439.99
Charge: 0
ΔE to the lowest compared entry with this formula, charge and spin (eV): 0.000
Highest occupied orbital energy (eV): -7.9

These are the Mulliken partial charges, in e, on atoms 1 to 4: -1.299 -0.186 -0.519 0.017

=====

Computed, not measured: a 2-piece molecular cluster, C4H11N2O overall in a non-equilibrium geometry, with ωB97M-V with the def2-TZVPD basis set.

Cartesian coordinates (Å):
C -0.22 0.40 -1.76
C -0.53 1.66 -1.34
N -0.43 2.03 0.02
N -0.20 -0.06 -3.13
H 0.07 -0.28 -0.98
H -0.87 2.39 -2.08
H -0.07 2.96 0.29
H -0.02 1.22 0.57
H -1.06 -0.51 -3.47
H 0.59 -0.67 -3.28
C 0.79 -1.01 2.29
O 0.45 -0.10 1.28
C 0.01 -2.39 2.22
H 0.64 -0.55 3.31
H 1.83 -1.34 2.09
H 0.30 -3.15 3.00
H 0.19 -2.75 1.21
H -1.06 -2.27 2.39

Output
Molar mass (g mol⁻¹): 103.14
Charge: -1
ΔE to the lowest compared entry with this formula, charge and spin (eV): 1.587
Highest occupied orbital energy (eV): -3.0

These are the Mulliken partial charges, in e, on atoms 1 to 4: -0.240 -0.328 -0.553 -0.593

=====

Computed, not measured: a 12-piece molecular cluster, C5H37N2O12 overall in a non-equilibrium geometry, with ωB97M-V with the def2-TZVPD basis set.

Cartesian coordinates (Å):
C -0.96 -2.17 1.48
N -0.71 -0.77 1.04
C 0.70 -0.41 0.84
C 1.26 0.28 2.07
C 2.66 -0.08 2.47
O 1.30 1.64 1.81
C -1.19 -1.99 3.07
N -2.30 -1.02 3.25
H -0.04 -2.74 1.37
H -1.91 -2.60 0.92
H -1.19 -0.44 0.28
H 1.33 -1.32 0.60
H 0.74 0.33 0.12
H 0.62 0.27 3.01
H 2.66 -0.37 3.60
H 2.96 -1.00 2.12
H 3.44 0.71 2.32
H 2.02 1.76 0.98
H -0.18 -1.49 3.50
H -1.34 -2.98 3.49
H -3.15 -1.54 3.03
H -1.92 -0.19 2.69
H -2.51 -0.86 4.20
H 3.35 2.18 -1.19
H 3.96 2.73 0.04
O 3.16 2.49 -0.36
H -1.13 1.64 2.35
H -2.60 1.61 1.82
O -2.18 1.58 2.68
H -0.77 3.13 -0.01
H 0.09 1.92 0.62
O -0.34 2.22 -0.15
H 2.19 1.27 -2.48
H 3.02 2.07 -3.33
O 3.04 1.39 -2.62
H 2.66 -1.66 -3.92
H 3.15 -0.09 -3.75
O 2.57 -0.71 -4.18
H 0.21 0.69 -2.63
H 0.01 1.96 -1.85
O 0.38 1.64 -2.66
H 0.67 -3.52 -1.80
H 0.33 -2.13 -2.53
O 0.39 -2.60 -1.65
H -3.42 0.13 0.42
H -4.42 -1.04 0.53
O -3.70 -0.54 1.08
H -0.09 -1.77 -4.75
H 0.94 -0.83 -4.04
O 0.05 -1.27 -3.94
H -2.32 0.48 -2.79
H -1.57 -0.77 -2.49
O -1.68 0.10 -2.13
H -3.33 1.69 -1.32
H -1.96 1.53 -0.71
O -2.95 1.46 -0.51

Output
Molar mass (g mol⁻¹): 317.35
Charge: +1
ΔE to the lowest compared entry with this formula, charge and spin (eV): 5.552
Highest occupied orbital energy (eV): -12.1

These are the Mulliken partial charges, in e, on atoms 1 to 4: -0.487 0.825 -0.657 0.807

=====

Computed, not measured: C5H6O2S as an isolated structure in a non-equilibrium geometry, with ωB97M-V with the def2-TZVPD basis set.

Cartesian coordinates (Å):
C -2.33 -0.40 -0.23
C -1.13 -0.06 0.64
C 0.76 -0.41 -0.36
C 2.19 -0.03 -0.35
C 1.12 0.92 0.26
H -2.12 -1.24 -0.96
H -1.46 0.11 1.66
H 0.26 -0.29 -1.32
H 2.55 0.09 -1.40
H 2.80 -0.54 0.41
H 1.28 0.92 1.34
O -3.35 0.32 -0.25
O -0.10 -1.05 0.54
S -0.48 1.66 0.02

Output
Molar mass (g mol⁻¹): 130.17
Charge: 0
ΔE to the lowest compared entry with this formula, charge and spin (eV): 4.336
Highest occupied orbital energy (eV): -8.9

These are the Mulliken partial charges, in e, on atoms 1 to 4: -0.025 0.006 -0.007 -0.423

=====

Computed, not measured: a 4-piece molecular cluster, C21H22N4O7 overall in a non-equilibrium geometry, with ωB97M-V with the def2-TZVPD basis set.

Cartesian coordinates (Å):
O -1.78 2.24 -3.26
N -1.97 1.57 -2.20
O -3.09 1.18 -1.81
C -0.82 1.25 -1.35
C -0.94 0.68 0.02
C 0.34 0.48 0.93
C 1.59 1.02 0.35
C 1.72 1.65 -0.88
C 0.57 1.88 -1.86
H -1.91 0.42 0.35
H 0.22 0.02 1.74
H 2.40 1.00 0.97
H 2.68 2.01 -1.22
H 0.62 2.48 -2.85
O 5.50 5.81 4.44
N 5.43 4.46 4.61
O 6.41 3.70 4.38
C 4.04 3.90 4.84
C 3.61 2.70 4.15
C 2.09 2.22 4.36
C 1.09 3.09 5.14
C 1.47 4.34 5.73
C 2.98 4.88 5.53
H 4.31 2.08 3.62
H 1.75 1.26 3.91
H 0.21 2.76 5.39
H 0.55 4.75 6.38
H 3.35 5.97 5.83
O 0.42 -8.27 0.02
N -0.41 -7.36 -0.30
O -1.56 -7.68 -0.63
C -0.06 -5.98 -0.06
C 1.33 -5.58 0.36
C 1.66 -4.11 0.87
C 0.62 -3.08 0.50
C -0.65 -3.37 0.10
C -1.10 -4.77 -0.17
H 2.09 -6.32 0.27
H 2.48 -3.74 0.91
H 0.84 -1.95 0.71
H -1.41 -2.77 -0.23
H -1.93 -5.11 -0.54
C -4.72 0.96 -5.25
N -3.76 -0.13 -4.86
C -2.46 -0.11 -5.51
C -3.99 -0.93 -3.74
O -3.23 -2.00 -3.63
H -5.42 0.42 -6.01
H -4.29 1.98 -5.49
H -5.55 1.33 -4.55
H -1.47 -0.44 -4.83
H -2.27 0.85 -5.87
H -2.75 -0.80 -6.25
H -4.82 -0.82 -3.08

Output
Molar mass (g mol⁻¹): 442.43
Charge: 0
ΔE to the lowest compared entry with this formula, charge and spin (eV): 21.494
Highest occupied orbital energy (eV): -9.0

These are the Mulliken partial charges, in e, on atoms 1 to 4: -0.557 1.002 -0.568 0.079

=====

Computed, not measured: a 2-piece molecular cluster, C4H2NO2P overall in a non-equilibrium geometry, with ωB97M-V with the def2-TZVPD basis set.

Cartesian coordinates (Å):
O 0.93 -1.62 1.88
C 1.03 -0.61 1.37
C 1.02 0.45 0.59
C 0.77 1.67 0.12
P 2.32 1.04 -0.64
H 1.74 0.84 -1.97
N -1.65 -0.20 -0.95
C -1.98 -0.60 0.13
O -1.93 -0.97 1.22
H -2.25 -0.01 -1.75

Output
Molar mass (g mol⁻¹): 127.04
Charge: 0
ΔE to the lowest compared entry with this formula, charge and spin (eV): 1.856
Highest occupied orbital energy (eV): -8.4

These are the Mulliken partial charges, in e, on atoms 1 to 4: -0.283 0.805 0.131 -0.669